Formula: C20H41Cl33NO
Source: the OMol25 dataset
Level of theory: ωB97M-V/def2-TZVPD

## Properties
Total energy in a.u.: -16102.69552
Orbital gap in eV: 9.60
Multiplicity: 1
Highest occupied orbital energy in eV: -12.145
Total charge: +1

Each line ends with the Löwdin charge.
Cartesian coordinates (Å):
O1 -1.609 -2.832 -1.069  0.018
C1 -0.762 -2.899 -0.006  -0.442
C2 0.318 -3.960 0.026  -0.143
C3 0.894 -3.656 1.389  -0.074
N1 0.758 -2.149 1.494  0.054
C4 0.020 -1.659 0.302  -0.570
Cl1 1.235 -1.211 -0.900  0.727
H1 -2.451 -3.098 -0.728  0.035
H2 -1.286 -3.062 0.921  0.147
H3 -0.129 -4.913 -0.060  0.095
H4 1.121 -3.843 -0.656  0.024
H5 0.317 -4.099 2.159  0.130
H6 1.908 -3.913 1.534  0.098
H7 1.645 -1.683 1.700  0.026
H8 0.157 -1.876 2.263  0.182
H9 -0.532 -0.788 0.492  0.010
C5 3.528 -4.881 -2.551  -0.977
Cl2 1.887 -5.509 -2.742  0.524
Cl3 3.930 -4.593 -0.847  0.519
H10 4.226 -5.601 -2.954  0.030
H11 3.604 -3.943 -3.084  0.028
C6 -2.108 1.847 -0.542  -1.016
Cl4 -1.570 1.287 1.056  0.556
Cl5 -2.999 3.363 -0.441  0.558
H12 -1.218 1.986 -1.148  -0.087
H13 -2.749 1.092 -0.979  0.031
C7 -4.571 1.343 3.314  -1.016
Cl6 -3.986 0.753 4.880  0.526
Cl7 -5.482 2.845 3.476  0.533
H14 -3.715 1.518 2.681  -0.049
H15 -5.217 0.591 2.879  0.030
C8 1.280 2.763 3.344  -1.024
Cl8 -0.031 1.814 4.063  0.496
Cl9 2.050 1.945 1.966  0.527
H16 0.875 3.706 2.994  -0.062
H17 2.033 2.939 4.102  0.015
C9 4.936 -0.647 2.994  -0.973
Cl10 4.100 0.037 4.383  0.528
Cl11 3.818 -1.475 1.877  0.563
H18 5.427 0.146 2.453  -0.025
H19 5.656 -1.375 3.343  0.036
C10 0.956 1.311 -4.129  -0.980
Cl12 2.292 0.794 -3.095  0.503
Cl13 -0.270 2.197 -3.203  0.582
H20 1.329 1.956 -4.913  -0.038
H21 0.492 0.427 -4.542  -0.049
C11 -7.362 0.556 5.990  -1.050
Cl14 -7.716 -1.097 6.511  0.505
Cl15 -8.710 1.268 5.095  0.500
H22 -7.168 1.162 6.865  0.030
H23 -6.493 0.534 5.350  -0.067
C12 -1.931 -7.515 -3.069  -0.997
Cl16 -1.525 -5.904 -2.440  0.519
Cl17 -0.564 -8.249 -3.901  0.532
H24 -2.216 -8.147 -2.239  0.027
H25 -2.752 -7.413 -3.765  0.028
C13 1.057 5.648 -4.852  -0.979
Cl18 1.343 4.300 -5.967  0.553
Cl19 2.523 6.114 -3.982  0.536
H26 0.707 6.496 -5.423  0.029
H27 0.310 5.344 -4.131  0.011
C14 1.565 6.803 4.222  -0.969
Cl20 1.470 5.997 2.649  0.561
Cl21 0.987 5.730 5.502  0.509
H28 2.596 7.061 4.419  0.029
H29 0.952 7.693 4.196  0.031
C15 0.703 4.092 9.246  -1.021
Cl22 0.610 3.307 7.661  0.462
Cl23 0.132 3.035 10.537  0.520
H30 1.734 4.353 9.441  0.026
H31 0.087 4.980 9.226  0.026
C16 -3.794 -5.276 0.840  -1.017
Cl24 -3.569 -5.973 2.443  0.539
Cl25 -4.447 -3.625 0.924  0.546
H32 -2.835 -5.250 0.338  -0.020
H33 -4.488 -5.890 0.283  0.033
C17 4.979 4.273 -6.344  -1.045
Cl26 4.319 3.029 -7.414  0.485
Cl27 6.045 5.387 -7.205  0.516
H34 4.159 4.835 -5.924  -0.056
H35 5.545 3.788 -5.561  0.026
C18 -2.207 -1.370 -4.244  -1.015
Cl28 -0.955 -1.469 -5.495  0.562
Cl29 -3.732 -0.761 -4.884  0.539
H36 -2.366 -2.360 -3.840  0.013
H37 -1.861 -0.698 -3.469  0.002
C19 -1.962 -3.323 -8.878  -1.042
Cl30 -0.695 -3.411 -10.106  0.506
Cl31 -3.481 -2.708 -9.536  0.505
H38 -2.132 -4.316 -8.485  0.022
H39 -1.634 -2.656 -8.094  -0.029
C20 4.797 3.720 2.865  -1.044
Cl32 6.114 2.583 3.196  0.544
Cl33 5.265 4.949 1.691  0.529
H40 3.954 3.168 2.472  -0.082
H41 4.529 4.208 3.792  0.026

Force components x, y, z for each atom (eV/Å):
O 0.2 0.3 -1.0
C 1.0 -0.1 0.1
C 0.0 0.4 0.8
C -0.3 0.1 -0.4
N -0.6 0.6 1.0
C 1.7 -0.4 -0.9
Cl -0.3 0.0 -0.2
H -1.2 -0.1 -0.1
H -1.0 -0.1 0.5
H -0.2 -1.2 0.0
H 0.2 0.1 -1.2
H -0.6 -0.3 0.9
H 1.1 -0.2 0.0
H 0.2 0.2 -0.4
H -0.1 -0.2 0.7
H -0.8 1.0 0.6
C -0.1 0.0 -0.1
Cl 0.1 0.0 -0.1
Cl 0.0 0.0 0.0
H 0.0 -0.1 0.1
H 0.0 0.1 0.0
C 0.0 0.1 -0.2
Cl -0.1 0.1 0.2
Cl 0.1 -0.1 0.0
H -0.2 0.0 0.3
H -0.1 -0.1 0.0
C -0.1 0.1 0.0
Cl 0.2 -0.1 0.0
Cl 0.0 0.0 0.0
H 0.1 0.1 0.0
H -0.1 -0.1 0.1
C -0.2 0.1 0.0
Cl 0.1 -0.1 0.0
Cl -0.4 -0.2 -0.1
H 0.0 -0.3 0.0
H 0.1 -0.1 0.1
C 0.0 0.1 0.4
Cl -0.1 -0.2 0.0
Cl 0.3 -0.1 -0.2
H -0.1 0.1 -0.2
H 0.0 -0.2 0.0
C 0.0 -0.2 0.0
Cl 0.2 0.2 -0.2
Cl 0.1 0.1 -0.4
H 0.1 0.1 0.1
H -0.1 0.0 0.0
C -0.1 0.0 0.0
Cl 0.1 0.0 0.0
Cl 0.0 0.0 0.0
H -0.1 0.0 0.1
H -0.1 0.0 0.0
C 0.0 -0.2 -0.1
Cl -0.1 0.1 0.1
Cl 0.0 0.0 0.0
H 0.0 0.0 0.1
H 0.0 0.1 -0.1
C -0.1 0.0 0.1
Cl 0.0 0.2 0.0
Cl 0.0 0.0 0.0
H 0.1 0.1 -0.1
H 0.0 -0.1 0.1
C -0.1 -0.1 0.1
Cl 0.1 0.4 -0.2
Cl 0.1 0.1 0.0
H 0.1 -0.1 0.0
H -0.1 0.0 0.0
C 0.0 0.0 0.1
Cl 0.0 -0.1 0.0
Cl 0.0 0.0 0.0
H 0.1 -0.1 0.0
H -0.1 0.0 0.0
C 0.0 -0.1 0.1
Cl 0.0 0.0 0.0
Cl 0.2 0.0 -0.1
H 0.0 0.0 0.0
H -0.1 0.0 0.0
C 0.1 0.0 0.0
Cl 0.0 -0.1 0.0
Cl 0.0 0.0 0.0
H -0.1 0.1 0.0
H 0.1 -0.1 0.0
C -0.1 0.0 0.0
Cl 0.0 -0.1 0.0
Cl 0.0 0.0 0.0
H 0.0 -0.1 0.0
H 0.1 0.1 0.0
C 0.0 0.0 0.0
Cl 0.0 0.0 0.0
Cl 0.0 0.0 0.0
H 0.0 -0.1 0.0
H 0.0 0.1 0.0
C 0.0 0.1 0.0
Cl 0.1 0.1 0.0
Cl 0.0 0.0 0.0
H 0.2 0.0 0.0
H 0.1 0.1 0.1